[1]
Here is an isolated molecule of C4H11O6PS2 from the Open Molecules 2025 dataset. Energies are from wB97M-V/def2-TZVPD.

The calculation puts the electronic energy at -47566.23269 eV. The structure (SMILES) is CCOS(=O)(=O)O[S@@](=O)(=P)OCC. As for the total charge: 0.

Last column: natural (NBO) charge in e.
Geometry (Å):
C: 0.89900 -2.60649 -2.09295  -0.6474
C: 1.50746 -1.22443 -2.05478  -0.0731
O: 0.83700 -0.38947 -1.09617  -0.7108
S: 1.13421 -0.69782 0.41432  2.5792
O: 0.16393 -1.56221 0.93025  -0.9089
O: 2.51632 -0.98943 0.57941  -0.8987
O: 0.81331 0.83441 0.94838  -0.9381
S: 0.04524 1.32626 2.35095  1.8975
O: -0.11869 0.13033 3.10238  -0.8899
P: 0.73298 3.11181 3.15805  -0.1499
O: -1.39133 1.78833 1.71088  -0.6885
C: -2.06264 0.90120 0.79703  -0.0931
C: -1.93507 1.49310 -0.63129  -0.6606
H: 1.42318 -3.14526 -2.94390  0.2286
H: 0.94667 -3.02733 -1.12892  0.2319
H: -0.11950 -2.60669 -2.53868  0.2262
H: 1.43300 -0.61856 -2.91460  0.2000
H: 2.47934 -1.09570 -1.72165  0.2060
H: 1.62875 2.38259 3.92714  -0.0148
H: -1.76624 -0.14890 0.85020  0.2191
H: -3.03847 1.04675 1.14069  0.1986
H: -2.95382 1.42618 -1.00681  0.2230
H: -2.06160 2.56383 -0.57343  0.2295
H: -1.11303 1.10751 -1.20650  0.2344

Forces on the atoms, in the same order (eV/Å):
C 0.30 0.54 -3.51
C -1.29 0.07 0.34
O -1.17 0.91 1.33
S 0.53 1.58 -0.06
O -1.10 -1.07 0.52
O -0.16 0.35 0.05
O 0.58 -0.54 -0.87
S -1.84 0.96 0.00
O 0.29 -0.26 0.42
P -0.68 -0.26 -0.99
O 2.83 -0.37 1.20
C 1.08 0.81 -1.69
C -1.89 -0.04 1.54
H -0.03 0.07 1.53
H 0.05 -1.08 0.80
H 0.31 0.38 0.93
H -0.34 0.16 -1.43
H 2.39 -0.96 0.16
H 0.34 -0.58 0.27
H 0.12 0.25 0.33
H -1.72 -0.34 0.28
H 0.07 -1.38 -1.09
H 1.37 0.70 0.34
H -0.05 0.13 -0.41

=====

[2]
Here is a cluster of 2 separate species, C3H11NO2S in total from the Open Molecules 2025 dataset. Energies are from wB97M-V/def2-TZVPD.

The calculation puts the electronic energy at -19708.61041 eV. The structure (SMILES) is OCNCCS.O. As for the total charge: 0.

Last column: natural (NBO) charge in e.
Geometry (Å):
O: 1.47143 0.39993 2.33905  -0.7301
C: 0.13668 0.05085 2.59092  0.1388
N: -0.54032 -0.47822 1.42753  -0.6934
C: -0.13597 -0.59482 0.05263  -0.2185
C: -0.99984 -1.58694 -0.70465  -0.5041
S: -0.54861 -1.51994 -2.47650  -0.0468
H: 1.62837 1.10695 1.68741  0.4798
H: -0.37293 0.95777 2.93303  0.1289
H: 0.15398 -0.68619 3.39556  0.1588
H: -1.41230 -0.88001 1.71923  0.3672
H: 0.91604 -0.87207 -0.07282  0.1981
H: -0.21318 0.37299 -0.45201  0.1660
H: -2.05924 -1.42752 -0.51314  0.2142
H: -0.77507 -2.60241 -0.37732  0.2212
H: -1.31554 -0.46979 -2.81072  0.1202
O: 1.43910 2.72031 -2.52616  -0.9298
H: 1.32337 2.02101 -3.14254  0.4657
H: 1.30405 3.48808 -3.06951  0.4640

Forces on the atoms, in the same order (eV/Å):
O 1.00 -0.29 -0.15
C 0.49 1.06 -0.99
N -0.58 -0.67 0.81
C 0.26 0.75 0.19
C 0.53 -0.07 0.02
S -0.44 -0.14 0.14
H -0.78 -0.41 0.43
H -0.27 -0.03 0.24
H 0.10 0.03 0.01
H -0.17 -0.22 -0.51
H -0.05 -0.19 0.27
H -0.10 0.15 -0.22
H -0.07 0.14 -0.31
H 0.02 -0.03 -0.05
H 0.07 -0.04 0.07
O 0.14 0.48 0.85
H -0.11 -1.25 -0.65
H -0.05 0.74 -0.16

=====

[3]
Here is a cluster of 10 separate species, C28H72N4O20 in total from the Open Molecules 2025 dataset. Energies are from wB97M-V/def2-TZVPD.

The calculation puts the electronic energy at -77092.91570 eV. The structure (SMILES) is C[N+](=O)[O-].C[N+](=O)[O-].C[N+](=O)[O-].C[N+](=O)[O-].COCCOC.COCCOC.COCCOC.COCCOC.COCCOC.COCCOC. As for the total charge: 0.

Last column: Mulliken charge in e.
Geometry (Å):
C: -0.38118 2.65376 3.93025  0.4768
N: 0.60286 2.84270 5.04931  0.9930
O: 1.04107 3.94434 5.24103  -0.6020
O: 0.83230 1.89094 5.79677  -0.5496
H: -0.76796 3.63296 3.64795  0.2698
H: -1.18157 1.98735 4.25174  -0.4835
H: 0.18134 2.16995 3.13174  -0.1098
C: 0.53870 -1.08980 0.27654  -0.0213
N: 0.56145 0.37549 0.39808  1.0871
O: 0.98658 0.95227 1.39463  -0.6183
O: -0.02858 0.94724 -0.50235  -0.3717
H: -0.39010 -1.35388 0.78223  -0.0416
H: 1.46049 -1.33579 0.80368  0.3347
H: 0.57442 -1.34558 -0.78242  -0.3830
C: -2.21579 2.96335 -0.26875  -0.2882
N: -2.34311 3.07564 -1.79041  0.9501
O: -1.39219 3.56751 -2.38304  -0.5628
O: -3.40344 2.63072 -2.31647  -0.5806
H: -2.12389 1.89233 -0.08824  -0.1421
H: -3.13604 3.42146 0.09368  0.3360
H: -1.31611 3.51996 -0.00631  0.1573
C: 4.95830 -3.14688 -2.02614  -0.8040
N: 4.72187 -1.82986 -1.47817  0.7827
O: 3.56896 -1.58405 -1.20877  -0.3407
O: 5.63515 -1.00655 -1.55144  -0.5032
H: 4.53809 -3.90447 -1.36465  0.2960
H: 6.02352 -3.34174 -2.15026  0.3275
H: 4.42250 -3.21048 -2.97323  0.2842
C: -4.66673 -0.12291 6.87751  -0.8798
O: -3.56993 -0.51403 6.03246  -0.2763
C: -2.29910 -0.20316 6.45749  -0.4887
C: -1.23675 -1.16053 6.04232  -0.8084
O: -1.09214 -1.12108 4.65559  -0.0356
C: -0.12519 -1.98683 4.07218  -0.5144
H: -4.74867 0.96362 6.90655  0.3304
H: -4.46957 -0.43313 7.90367  0.3733
H: -5.58975 -0.63380 6.60344  0.2663
H: -2.28362 -0.25776 7.54600  0.5525
H: -2.00614 0.83595 6.30735  0.2262
H: -1.54893 -2.16834 6.31612  0.3965
H: -0.26224 -1.01835 6.50946  0.3965
H: 0.87603 -1.75780 4.43716  0.2049
H: -0.14224 -2.01582 2.98270  -0.0555
H: -0.35026 -3.02380 4.32146  0.3850
C: -4.96540 -4.33835 -1.25224  -0.2570
O: -4.32264 -4.52351 -2.47429  -0.3700
C: -4.59733 -3.62599 -3.52004  -0.5845
C: -4.33542 -2.14533 -3.24350  -0.5058
O: -2.93917 -1.78834 -3.19583  -0.1438
C: -2.74717 -0.38644 -2.96884  -0.7617
H: -6.05124 -4.27974 -1.32731  0.3149
H: -4.63118 -3.40130 -0.80690  -0.1407
H: -4.74339 -5.15685 -0.56749  0.3013
H: -5.57992 -3.82833 -3.94627  0.4018
H: -3.94320 -3.86417 -4.35879  0.1623
H: -4.84165 -1.88375 -2.31430  0.3630
H: -4.87674 -1.51097 -3.94540  0.4177
H: -2.90978 0.31645 -3.78592  0.2922
H: -1.75203 -0.22864 -2.55303  0.1887
H: -3.45546 -0.18609 -2.16492  0.3183
C: 0.92247 -1.95529 -3.87637  -0.1546
O: 0.13583 -2.72051 -4.77010  -0.4199
C: -0.57877 -1.76512 -5.66810  0.7559
C: -1.37894 -2.51370 -6.80772  -0.6638
O: -0.55274 -3.39276 -7.54710  -0.3652
C: 0.39835 -2.67055 -8.29661  -0.6578
H: 1.12287 -2.58253 -3.00774  0.3170
H: 0.38462 -1.11274 -3.44172  -0.1136
H: 1.89477 -1.62337 -4.24045  0.2055
H: 0.13765 -1.04734 -6.06763  -0.1282
H: -1.35790 -1.29132 -5.07096  -0.2247
H: -1.86497 -1.86334 -7.53498  0.3983
H: -2.12665 -3.13092 -6.30965  0.1813
H: 0.96118 -3.47085 -8.77705  0.2876
H: 1.12719 -2.14418 -7.68029  0.2336
H: 0.00060 -1.97868 -9.03905  0.2902
C: 1.58027 1.26896 -5.19586  -1.0421
O: 2.20755 1.38329 -3.95737  -0.1889
C: 1.60503 2.40131 -3.14991  0.0564
C: 2.35603 2.70886 -1.87589  -0.1753
O: 3.53740 3.53778 -2.10126  -0.4958
C: 4.62131 2.72342 -2.70704  -0.4729
H: 1.76712 0.42281 -5.85709  0.2310
H: 1.92323 2.12118 -5.78256  0.4255
H: 0.49715 1.25546 -5.07432  0.4234
H: 0.64303 1.98650 -2.84892  -0.1149
H: 1.44716 3.29691 -3.75081  0.4125
H: 2.51856 1.73110 -1.42238  0.0680
H: 1.68961 3.18855 -1.15902  0.2549
H: 5.51462 3.32973 -2.85693  0.3395
H: 4.25756 2.40324 -3.68340  0.1795
H: 4.89130 1.86666 -2.08965  0.1260
C: -3.94752 -0.85276 0.69646  -0.7304
O: -4.03725 0.38063 1.37508  -0.4325
C: -3.44439 0.48678 2.73509  -0.2864
C: -3.88216 1.79014 3.38661  -0.6658
O: -3.15725 2.85439 2.66696  0.1026
C: -3.44759 4.13200 3.18063  -1.1210
H: -4.46255 -0.63148 -0.23834  0.2474
H: -4.36150 -1.72825 1.19671  0.4222
H: -2.91841 -1.06480 0.40649  0.1778
H: -2.37350 0.29152 2.67906  0.0759
H: -3.83809 -0.31957 3.35387  0.5431
H: -3.48714 1.82915 4.40176  0.2631
H: -4.96980 1.85291 3.35196  0.4674
H: -2.93935 4.99208 2.74469  0.2844
H: -3.15264 4.10539 4.22963  0.4107
H: -4.52858 4.25639 3.11667  0.3320
C: 8.61634 1.90153 3.04810  -0.8234
O: 7.17835 1.76836 3.17297  -0.3021
C: 6.72545 0.81702 2.15449  -0.7422
C: 5.20340 0.65387 2.36698  -0.2174
O: 4.96672 0.06604 3.67365  -0.4042
C: 3.58373 -0.06113 3.99270  -0.4569
H: 8.94271 2.12741 2.03293  0.3128
H: 9.25140 1.06716 3.34577  0.3161
H: 9.00527 2.74692 3.61567  0.2882
H: 7.13257 -0.17663 2.34163  0.3350
H: 7.03834 0.99839 1.12624  0.4459
H: 4.85485 -0.03143 1.59435  0.2175
H: 4.79325 1.65754 2.25509  0.3015
H: 3.13018 -0.62288 3.17609  0.1004
H: 3.16477 0.94382 4.04427  0.3141
H: 3.31725 -0.46284 4.97030  0.2930

Forces on the atoms, in the same order (eV/Å):
C 0.28 -0.14 -0.02
N -0.83 -0.83 1.32
O 0.37 0.69 -0.38
O -0.17 0.21 -0.95
H 0.28 -0.22 0.02
H 0.30 0.06 0.15
H -0.17 0.16 -0.09
C 1.23 0.34 0.64
N -1.29 1.61 -0.07
O 0.10 -1.09 -0.82
O 0.35 0.33 -0.15
H 0.24 -0.45 -0.09
H -0.34 -0.90 0.04
H -0.15 0.00 0.28
C -0.36 0.36 -1.36
N -0.95 -0.61 -0.50
O -1.22 -0.53 0.12
O 2.67 1.15 1.09
H -0.29 0.33 0.32
H 0.20 -0.42 0.31
H -0.20 -0.21 0.06
C 0.56 -1.81 -0.09
N 0.65 1.63 -1.42
O -0.31 0.33 0.83
O -0.85 -0.79 0.69
H -0.09 0.22 0.06
H -0.18 0.31 -0.05
H 0.11 0.17 0.04
C 1.28 -0.10 0.34
O -1.70 -0.65 -0.98
C 0.66 0.83 2.26
C 0.18 -1.24 -0.80
O 0.16 0.38 -2.07
C -0.37 -0.46 0.93
H -0.35 0.11 -0.24
H 0.20 -0.10 0.22
H 0.24 0.23 -0.56
H 0.04 -0.12 0.54
H -0.02 0.30 -0.72
H -0.21 -0.32 0.24
H -0.03 0.60 0.39
H 0.17 0.11 -0.09
H -0.23 0.84 0.07
H 0.00 -0.26 0.41
C -0.26 0.70 0.27
O 0.64 -0.66 -0.37
C 0.79 0.47 -0.65
C -0.23 0.35 0.44
O -0.49 -0.34 -0.76
C -0.62 -0.77 1.36
H -0.30 -0.03 -0.27
H 0.03 0.07 0.37
H 0.28 -0.05 -0.29
H -0.54 0.48 0.36
H 0.37 -0.44 0.20
H 0.25 0.15 0.56
H 0.14 -0.13 -0.64
H -0.19 -0.39 -0.40
H 0.12 -0.16 -0.19
H 0.02 0.86 0.03
C -0.21 -0.70 0.98
O -0.67 1.72 -1.47
C -0.52 -1.61 -0.08
C 1.32 -0.54 1.20
O -0.20 0.64 -0.01
C 0.83 -1.25 0.00
H 0.13 -0.34 -0.04
H -0.15 0.39 -0.32
H -0.07 0.14 -0.50
H -0.09 0.02 0.06
H 0.21 0.39 0.11
H -0.13 0.64 0.38
H -0.04 -0.02 -0.09
H 0.09 0.28 -0.43
H -0.09 0.19 0.26
H -0.40 0.00 -0.03
C -0.51 1.05 -0.68
O 0.95 -0.90 0.70
C -0.61 -0.33 -0.24
C 0.75 0.18 -0.84
O 0.26 -1.93 0.23
C -1.16 0.87 0.02
H 0.85 -0.58 0.89
H -0.55 0.37 -0.36
H -0.30 0.37 -0.06
H -0.41 0.30 0.04
H -0.02 0.19 -0.03
H 0.96 -0.15 0.19
H 0.09 0.54 -0.30
H -0.27 0.33 0.26
H 0.25 -0.26 0.09
H -0.23 -0.06 0.11
C 0.37 0.86 -0.33
O 0.30 0.60 1.84
C -1.23 -0.99 -1.25
C 2.26 0.36 -1.53
O -0.52 -0.67 -0.41
C -0.70 -0.61 1.04
H -0.23 -0.45 0.03
H -0.21 0.11 0.28
H 0.38 -0.21 0.11
H 0.22 0.54 0.03
H -0.14 -0.18 0.08
H -0.38 -0.24 0.34
H -0.01 0.46 -0.09
H 0.20 -0.54 -0.64
H -0.16 0.40 0.44
H -0.12 0.53 0.11
C 0.00 0.74 -0.08
O 1.71 -0.96 -1.82
C -0.87 -0.58 2.17
C 1.10 -0.15 0.52
O 0.41 0.16 -0.20
C 0.19 1.11 -0.99
H -0.42 -0.03 -0.43
H -0.64 -0.65 0.28
H -0.63 0.10 0.35
H 0.41 -0.14 0.46
H -0.31 0.91 -0.06
H -0.40 0.07 -0.20
H -0.62 -0.07 0.20
H -0.56 -0.14 0.13
H -0.37 0.17 -0.35
H 0.93 -0.53 -0.04

=====

Sequential ΔE to the lowest compared entry with this formula, charge and spin output: 0.0 88.3 1516.6 kJ/mol
Sequential maximum force output: 3.56 1.53 3.10 eV/A
Sequential HOMO level output: -8.44 -8.22 -9.24 eV